# 1
8
Properties=species:S:1:pos:R:3:forces:R:3 method="wB97M-V/def2-TZVPD" lumo_ev=3.59 de_lowest_kcal_mol=21.6 charge=-1 e_tot_ev=-78292.837 orbital_gap_ev=8.0 homo_ev=-4.45
C 0.106281 0.410574 0.423406 1.524 -1.080 -0.089
C 1.548533 -0.030837 0.623403 -1.732 -1.658 0.634
O -0.370668 -0.416249 -0.407987 -0.802 0.248 -0.146
O -0.214338 1.490414 0.866980 -1.361 1.190 0.406
O 1.976178 -0.864978 1.404530 0.463 1.159 -0.656
Br -3.191437 -0.529382 -1.449779 -2.119 -0.193 -0.680
H 1.965718 0.363700 -0.294941 1.991 0.079 -0.362
H -1.820267 -0.423241 -1.165611 2.036 0.255 0.893

---

# 2
55
Properties=species:S:1:pos:R:3:forces:R:3 method="wB97M-V/def2-TZVPD" lumo_ev="-4.93 / -5.04" charge=+1 s_squared=0.801 e_tot_ev=-72514.756 multiplicity=2 orbital_gap_ev="5.5 / 5.4" homo_ev="-10.43 / -10.43"
C -0.989439 3.123292 -2.718554 0.052 0.021 -0.412
C -0.987663 2.044627 -1.816384 -0.401 -0.616 0.250
N 0.132560 1.772107 -1.071668 0.096 -0.125 -0.896
C 1.310780 2.346263 -1.416692 -0.077 0.588 -0.363
C 1.362685 3.337925 -2.391774 0.840 -0.146 0.311
C 0.203681 3.764810 -3.033618 -0.901 -0.308 0.277
C -2.107145 1.094350 -1.742379 -0.798 1.748 1.722
P -2.153489 0.057345 -0.272753 -1.186 1.571 -1.204
V 0.056216 0.357366 0.441448 -0.619 -0.402 0.684
P 2.355980 0.243202 0.117023 1.014 0.623 -0.413
C 2.565082 1.895059 -0.686688 0.205 0.351 0.248
C -0.579338 -1.402295 1.385614 1.984 1.509 0.396
C -0.820254 -1.091978 2.816494 -0.324 -2.907 0.620
C -0.444651 -2.239391 3.726978 -0.237 0.064 -0.113
C 0.097482 -3.410252 3.261125 -0.430 -0.187 0.889
C 0.287564 -3.627902 1.877188 0.163 0.829 -0.262
C -0.016763 -2.592252 0.979924 -0.669 -1.800 -0.462
O -1.714224 -0.429275 -3.628673 -0.474 -0.640 -1.714
O 0.629047 -0.707745 -3.207098 -0.062 -0.121 0.214
H -1.936437 3.358994 -3.220176 0.548 -0.025 0.169
H 2.328419 3.789201 -2.626135 -0.302 -0.166 0.035
H 0.213878 4.562779 -3.782737 0.103 -0.306 0.351
C -3.252193 0.905288 0.907714 -0.173 -0.175 0.388
C -3.097557 -1.420631 -0.767948 0.222 -0.109 0.206
H 3.433938 1.856347 -1.368596 -0.426 0.135 0.221
H 2.808330 2.622605 0.107518 -0.091 -0.194 -0.229
H -1.992497 0.165273 -2.704245 0.491 0.360 -0.593
H -3.086109 1.574727 -1.964136 0.534 -0.309 0.023
C 3.335991 0.230790 1.629607 0.360 0.045 0.527
C 3.214800 -0.839992 -1.040444 0.039 -0.568 -0.240
H -1.880030 -0.847843 3.028136 0.184 -0.055 -0.106
H -0.639209 -2.100347 4.793071 0.121 -0.120 -0.310
H 0.331722 -4.231354 3.957282 -0.080 0.612 -0.311
H 0.773980 -4.551895 1.522854 -0.315 0.537 0.213
H 0.185370 -2.769549 -0.089153 -0.080 0.136 0.661
H 0.202612 -0.795963 -1.766382 0.934 -0.294 1.076
H 0.894772 -1.608322 -3.443264 -0.119 0.193 -0.090
H -0.362544 -0.547080 -3.611448 0.238 -0.206 0.406
H -2.048128 0.085720 -4.382529 0.077 -0.352 0.278
H 0.372270 -0.997514 -0.859401 -0.681 0.325 -1.362
H -4.216156 1.108027 0.410001 0.346 -0.047 0.275
H -3.423217 0.254887 1.782473 -0.097 0.329 -0.223
H -2.787771 1.844884 1.245984 -0.196 -0.353 -0.167
H -4.171615 -1.145821 -0.792516 0.595 -0.257 -0.060
H -2.749080 -1.730366 -1.772147 -0.255 0.000 0.579
H -2.917696 -2.206988 -0.012832 -0.290 0.154 -0.487
H 4.231884 -0.478275 -1.251931 -0.299 -0.117 0.151
H 3.265372 -1.853174 -0.620060 0.081 0.192 -0.092
H 2.643345 -0.895002 -1.976415 0.185 0.164 0.230
H 4.373222 0.556705 1.472793 -0.243 -0.126 -0.038
H 2.868440 0.861847 2.397103 0.059 -0.064 -0.309
H 3.345255 -0.790852 2.035704 0.031 0.187 -0.176
O 0.481614 0.347147 4.275645 -1.247 -0.254 -1.677
C -0.048113 0.192199 3.179195 2.288 1.214 0.811
N 0.115325 0.958391 2.044703 -0.722 -0.536 0.096

---

# 3
45
Properties=species:S:1:pos:R:3:forces:R:3 method="wB97M-V/def2-TZVPD" lumo_ev=-5.06 de_lowest_kcal_mol=0.0 charge=+1 e_tot_ev=-114134.806 orbital_gap_ev=7.1 homo_ev=-12.16
Au -0.208277 0.061600 0.003252 -0.163 0.647 1.008
C -3.471631 -4.518947 0.284865 -0.004 -0.027 -0.003
C -3.044844 -3.778755 1.543856 0.020 0.024 0.016
N -3.493878 -2.378507 1.577822 -0.031 0.002 -0.023
C -4.812313 -2.104820 2.189462 0.029 0.026 0.006
C -5.917603 -1.926943 1.161147 -0.015 -0.008 -0.005
C -2.803764 -1.390560 1.034839 -0.224 0.062 -0.173
S -1.348896 -1.868607 0.181815 0.004 -0.129 0.211
N -3.325689 -0.162619 1.157057 0.249 -0.021 0.105
C -2.907385 0.946873 0.599722 -0.221 0.059 0.027
O -1.903285 1.148072 -0.188271 0.172 -0.319 -0.529
C -3.699666 2.171242 0.869362 -0.071 -0.069 -0.105
C -4.968838 2.068519 1.437795 0.014 0.005 0.036
C -5.723566 3.207517 1.655607 0.020 -0.010 0.005
C -5.214813 4.452242 1.310172 -0.022 0.015 -0.006
C -3.945413 4.561464 0.758795 0.011 0.000 -0.004
C -3.189699 3.424787 0.532787 0.020 -0.005 0.015
H -3.063566 -5.528883 0.305417 -0.004 -0.002 0.000
H -3.104635 -4.026649 -0.615710 0.009 0.011 0.001
H -4.555658 -4.595637 0.216796 -0.004 -0.001 0.006
H -1.960718 -3.789991 1.659495 -0.005 -0.007 -0.019
H -3.462681 -4.255589 2.428239 0.013 -0.010 -0.002
H -4.712419 -1.216175 2.807822 -0.015 -0.007 0.003
H -5.021469 -2.950704 2.840968 -0.009 0.003 -0.003
H -5.717092 -1.071954 0.517316 0.006 0.005 -0.001
H -6.863196 -1.755430 1.675131 -0.003 0.006 0.000
H -6.032657 -2.811400 0.536389 0.001 -0.011 0.006
H -5.351552 1.093642 1.703030 -0.011 0.000 -0.008
H -6.707510 3.127126 2.096754 -0.013 -0.005 -0.018
H -5.811773 5.340722 1.467624 0.014 0.005 0.033
H -3.547531 5.534319 0.504236 -0.002 0.001 -0.011
H -2.200996 3.502705 0.102616 -0.019 0.002 -0.033
Br -0.267557 2.675923 -2.405403 0.004 0.001 -0.084
C 1.035098 2.701968 -1.069741 0.089 0.110 0.220
C 1.932914 3.757847 -0.979980 -0.085 -0.038 -0.075
C 2.900981 3.729520 0.005513 0.068 0.021 0.034
C 2.983235 2.642527 0.866835 0.027 -0.059 0.025
C 2.065881 1.632071 0.717541 -0.010 -0.119 -0.098
N 1.096657 1.681704 -0.214916 -0.090 0.124 -0.017
C 2.125825 0.351899 1.521769 -0.065 -0.267 -0.002
O 2.883444 0.211365 2.434022 0.110 0.114 -0.003
O 1.304288 -0.617917 1.113520 0.235 -0.129 -0.544
H 1.865414 4.575762 -1.681636 -0.012 -0.012 -0.011
H 3.605680 4.546151 0.086237 0.001 0.000 0.009
H 3.743855 2.546972 1.628653 -0.014 0.010 0.013